[1]
A structure of composition C2H9NP3. Source: the OMol25 dataset; level of theory: ωB97M-V with the def2-TZVPD basis set.

XYZ file:
```
15
Properties=species:S:1:pos:R:3:forces:R:3:lowdin_charge:R:1
H 1.2258 -0.6798 1.6424 -0.399 0.198 1.091 0.021
C 0.3959 -1.4039 -0.9038 -2.327 1.347 0.598 -0.246
P 0.6116 2.1215 1.0413 0.581 0.483 0.221 0.924
P -0.7028 -0.4711 0.2923 -0.406 -0.530 1.436 0.760
H 0.9237 3.1762 0.1035 -0.370 -0.136 0.297 -0.112
N -0.1528 1.1596 0.0554 -0.503 0.876 -3.385 -0.861
P -0.7435 1.9362 -1.9907 -0.888 0.317 2.940 0.817
H 1.4019 -1.2815 -0.7347 2.445 0.293 0.560 0.015
H -0.2138 -0.4749 2.9756 0.638 0.188 -1.977 0.073
H 0.1507 -0.9693 -1.8591 -0.115 -0.211 -0.601 0.011
H -0.0048 -1.9474 1.9605 0.416 1.738 0.091 0.069
H -1.9845 1.1000 -2.0634 1.071 0.992 0.387 -0.101
H 0.1163 -2.4308 -0.8466 -0.304 -0.740 -0.131 0.042
C 0.1575 -0.7893 1.9347 -0.478 -2.691 -0.427 -0.350
H -1.3603 3.2042 -1.2872 0.638 -2.124 -1.098 -0.062
```
Forces are in eV/Å.

Values from the calculation:
Multiplicity: 1
HOMO-LUMO gap in hartree: 0.273
Net charge: +1
ΔE to the lowest compared entry with this formula, charge and spin in kJ/mol: 146.1
Electronic energy in hartree: -1160.0527
HOMO level in eV: -13.12



[2]
A cluster of 2 separate species, C2H9NS in total. Source: the OMol25 dataset; level of theory: ωB97M-V with the def2-TZVPD basis set.

XYZ file:
```
13
Properties=species:S:1:pos:R:3:forces:R:3:lowdin_charge:R:1
H 3.3557 0.1700 -0.3283 0.081 0.183 0.105 0.064
N 1.5501 -0.0518 -1.3230 0.041 -0.040 0.108 -0.075
S -1.5782 0.0413 -0.1983 0.413 0.165 -0.178 0.637
H -3.8034 0.4980 0.5349 0.017 -0.347 -0.067 0.016
H 1.9600 -0.0957 0.7146 -0.013 0.227 -0.010 0.062
H 0.6902 -0.5551 -1.2027 -0.310 -0.250 -0.319 -0.028
H 1.9475 -0.2676 -2.2266 -0.028 -0.134 0.043 0.060
H 2.7375 -1.4290 -0.0515 -0.261 -0.229 -0.518 0.064
C 2.4300 -0.3901 -0.2239 0.555 0.191 0.564 -0.213
C -2.8536 0.3378 1.0457 -0.680 0.319 0.326 -0.500
H -2.8053 1.1921 1.7213 0.802 0.099 -0.247 0.037
H -0.7224 1.0905 -0.1471 -0.526 -0.108 0.323 -0.140
H -2.9080 -0.5405 1.6848 -0.092 -0.076 -0.128 0.017
```
Forces are in eV/Å.

Values from the calculation:
Multiplicity: 1
HOMO-LUMO gap in hartree: 0.372
Net charge: 0
ΔE to the lowest compared entry with this formula, charge and spin in kJ/mol: 62.9
Electronic energy in hartree: -534.5057
Structure (SMILES): CN.CS
HOMO level in eV: -9.08



[3]
A cluster of 3 separate species, C2H9NS in total. Source: the OMol25 dataset; level of theory: ωB97M-V with the def2-TZVPD basis set.

XYZ file:
```
13
Properties=species:S:1:pos:R:3:forces:R:3:lowdin_charge:R:1
N -2.0796 -0.8403 -1.7130 1.371 -1.417 -1.243 0.028
C -0.1285 0.5054 0.7791 0.403 1.901 0.957 -0.762
S 1.5557 0.2063 -0.0596 -2.236 -1.276 0.707 0.433
H -0.7706 1.3159 0.3618 0.419 -0.849 -0.387 0.080
H 1.0104 3.5614 1.4180 -0.025 -0.073 -0.188 0.042
H -1.4583 -0.2530 -2.2604 -0.120 0.092 -0.281 0.022
H 1.0013 3.2064 0.7596 0.037 0.099 0.181 0.016
H 0.2332 0.9195 1.7154 -0.475 0.243 0.360 0.024
C -0.6893 -0.7904 1.0534 2.319 1.178 -1.381 0.077
H -0.8009 -1.4499 0.2570 -0.467 -0.941 -1.023 -0.008
H -0.8773 -1.1816 2.0098 0.247 -0.296 1.345 0.067
H -1.4205 -1.5526 -1.3504 -0.871 0.487 -0.458 0.011
H -2.3451 -0.2737 -0.9607 -0.604 0.850 1.411 -0.029
```
Forces are in eV/Å.

Values from the calculation:
Multiplicity: 1
HOMO-LUMO gap in hartree: 0.232
Net charge: 0
ΔE to the lowest compared entry with this formula, charge and spin in kJ/mol: 451.4
Electronic energy in hartree: -534.3577
HOMO level in eV: -8.59



[4]
A cluster of 2 separate species, C2H9NS in total. Source: the OMol25 dataset; level of theory: ωB97M-V with the def2-TZVPD basis set.

XYZ file:
```
13
Properties=species:S:1:pos:R:3:forces:R:3:lowdin_charge:R:1
C -1.3606 -0.8462 1.5515 -0.591 -1.253 1.444 -0.450
H -0.1748 1.9501 -1.1542 0.887 1.585 -1.891 0.016
H 0.5739 0.9411 -2.1952 -1.280 2.323 -0.325 0.026
S 0.1496 0.2249 1.5874 -1.758 -1.295 -1.500 0.718
H -2.0990 -0.3654 2.2280 0.611 -0.400 -0.022 0.018
H -1.0565 -1.8841 1.9912 -0.689 1.874 -0.771 0.062
H 2.0286 -0.9765 0.8498 -1.412 -0.452 -0.650 0.038
H 0.7344 -1.5937 -0.3651 -0.463 1.266 2.089 0.091
H -1.9885 -1.0272 0.6382 1.366 0.518 0.226 0.048
H 0.5725 2.4569 -2.8505 0.282 1.421 0.757 -0.021
H 1.4944 -0.0862 -0.4289 -0.318 1.027 -0.320 -0.026
C 1.0440 -0.7102 0.3248 3.275 -1.279 -0.527 -0.492
N 0.0821 1.9163 -2.1769 0.090 -5.334 1.491 -0.027
```
Forces are in eV/Å.

Values from the calculation:
Multiplicity: 1
HOMO-LUMO gap in hartree: 0.354
Net charge: 0
ΔE to the lowest compared entry with this formula, charge and spin in kJ/mol: 164.6
Electronic energy in hartree: -534.4670
Structure (SMILES): CSC.N
HOMO level in eV: -8.73